Below is C39H39BBrF14N3OSrTe as an isolated structure at a distorted geometry, with properties calculated with wB97M-V/def2-TZVPD.

Structure (ORCA input):
```
! wB97M-V def2-TZVPD RIJCOSX def2/J DEFGRID3
* xyz -2 1
H 4.159 -4.522 -3.803
H 3.872 1.372 0.692
H -3.099 0.121 2.685
H 6.988 -5.597 -1.694
F -3.899 4.288 -2.099
C 3.008 -3.164 -1.674
C -5.369 3.770 -0.326
C 0.599 0.793 3.290
F -2.004 6.848 3.182
C -7.073 0.106 -1.711
H 3.541 0.631 2.240
H 5.940 0.578 -0.617
C 5.509 -1.206 2.309
C 0.281 -2.196 2.060
H 0.788 1.165 4.298
H 2.519 -3.800 -2.400
C 6.486 -4.723 -1.269
N -0.613 -1.039 2.078
C -3.017 -0.322 1.684
C 4.321 -5.920 -1.454
H -0.029 -2.922 2.830
H 5.086 1.450 1.988
C 2.319 -2.095 -1.159
F -6.762 3.174 1.469
C -3.341 2.523 -0.646
C 4.853 -2.529 -0.340
C -1.205 5.122 1.734
C -5.633 2.968 0.757
H 4.250 -6.030 -0.370
Te -3.036 -0.584 -2.950
H -7.259 -0.470 -0.812
C 5.064 -4.628 -1.818
C -0.614 3.551 3.911
H 1.527 0.325 2.946
C 2.832 -1.186 -0.182
H 1.305 -1.879 2.246
H 4.665 -1.625 2.861
H 6.192 -2.024 2.064
C -1.990 -1.451 1.726
C 4.316 -3.422 -1.253
C 5.024 -0.465 1.057
F -5.140 1.238 2.239
C -0.483 -0.305 3.361
F 2.714 2.335 -1.543
N 0.235 1.819 2.313
C -5.545 0.834 -3.418
H 0.256 -2.677 1.083
F -1.426 5.252 5.332
H 6.037 -0.512 2.970
F 0.539 1.629 -1.807
H -8.608 2.243 -3.836
H 4.836 -6.796 -1.860
C -1.470 5.616 3.007
H -3.693 1.838 -3.848
H -2.350 -2.219 2.434
H -1.942 -1.915 0.735
F 2.092 1.219 -3.454
F 1.346 3.362 -3.077
H 5.653 -3.610 -3.650
C -5.801 0.071 -2.283
H 3.305 -5.915 -1.851
H -1.425 0.188 3.596
F -2.221 2.361 -1.371
C -0.314 3.002 2.647
H -9.059 0.897 -1.798
H 6.493 -4.826 -0.183
H -3.994 -0.809 1.525
H 5.700 -5.381 -3.756
H 6.836 -0.860 -0.126
H 6.900 0.602 0.869
C -7.829 1.630 -3.402
F -1.493 5.874 0.659
H -4.156 0.640 -5.077
C -6.567 1.607 -3.969
N -2.696 0.644 0.641
H 7.076 -3.841 -1.523
C -4.700 -0.752 -1.656
C 6.250 -0.016 0.243
C 5.149 -4.529 -3.346
H -4.398 -0.354 -0.692
H -4.984 -1.796 -1.543
F -0.443 3.439 0.314
B 1.714 2.152 -2.493
C -3.574 1.647 0.457
C -8.081 0.875 -2.262
F -6.217 4.753 -0.701
H -0.272 -1.026 4.167
Sr -0.038 0.711 0.200
C 4.324 0.822 1.511
F -0.408 2.831 5.048
C -4.156 0.865 -4.013
H 5.876 -2.675 -0.014
C -1.168 4.810 4.081
O 2.069 -0.293 0.334
C -4.192 3.531 -1.028
C -0.656 3.876 1.576
H -6.355 2.209 -4.845
Br 0.538 -1.832 -1.766
C -4.770 1.949 1.136
C 4.187 -1.417 0.183
*
```

- LUMO (eV) = 3.66
- E_HOMO (eV) = -2.2
- energy above the lowest of the compared OMol25 structures with the same formula, charge and spin (eV) = 0.637
- electronic energy (a.u.) = -6045.15397